No. 1
Here is a structure of composition C13H11F2N6O4OsS from OMol25. Energies are from wB97M-V/def2-TZVPD.

Structure (XYZ):
```
38
Properties=species:S:1:pos:R:3:forces:R:3
Os -0.73207 -0.15266 0.35144 0.394 0.080 0.215
N 2.71903 1.92776 2.14662 -0.111 -0.034 0.018
C 1.88265 1.06132 1.55631 0.051 -0.150 -0.091
S 0.85424 1.62138 0.25368 0.299 0.089 0.107
N 1.87256 -0.19132 1.92768 0.116 0.289 0.357
N 0.99532 -0.88891 1.16025 -0.021 0.903 -0.422
C 1.17263 -2.14175 0.97448 0.636 -0.366 0.611
C 0.48433 -2.72390 -0.12658 -0.328 -0.347 -0.566
C 0.60602 -4.05280 -0.47878 0.034 -0.008 -0.083
C -0.00553 -4.48551 -1.64591 0.077 -0.126 0.066
C -0.71226 -3.57535 -2.40220 -0.058 0.184 -0.053
C -0.81687 -2.25824 -1.97345 -0.028 -0.025 0.011
N -0.22338 -1.82414 -0.85755 -0.639 -0.128 0.020
H 2.81234 2.86531 1.79764 0.018 -0.013 -0.024
H 3.41728 1.57699 2.78211 0.019 -0.011 -0.012
H 1.93377 -2.67489 1.53312 -0.035 0.049 0.061
H 1.17713 -4.72760 0.14292 0.003 0.013 0.028
H 0.07496 -5.51834 -1.95437 -0.007 -0.012 -0.004
H -1.20244 -3.86872 -3.31863 -0.006 0.019 -0.016
H -1.39522 -1.53091 -2.51692 0.034 -0.157 -0.019
O -5.71873 1.12149 3.13178 -0.116 -0.111 -0.093
C -4.75526 1.92304 3.55090 0.212 -0.155 0.340
O -4.90735 2.73316 4.42159 -0.061 0.105 -0.141
C -3.39493 1.74907 2.94834 -0.032 -0.015 -0.263
C -2.30534 2.52590 3.29887 0.050 -0.072 0.014
N -1.25087 2.09920 2.58706 0.004 0.064 0.107
N -1.58967 1.08642 1.79436 -0.496 -0.282 -0.151
C -2.89083 0.86998 1.98282 0.165 -0.059 0.144
C -3.46941 -0.21740 1.14237 -0.364 0.201 0.333
O -4.63543 -0.51427 1.17208 0.153 -0.081 0.061
O -2.57673 -0.80122 0.35543 -0.138 -0.098 -0.520
H -5.42969 0.46700 2.45866 -0.014 0.175 -0.029
H -2.23851 3.33053 4.01108 0.000 0.024 0.002
H -0.30903 2.46179 2.55931 -0.023 0.017 -0.031
F -1.95388 0.29707 -2.25895 -0.087 0.149 0.100
C -1.35625 1.03691 -1.29166 0.396 -0.131 -0.133
F -2.29677 1.89576 -0.82962 -0.018 0.032 0.072
H -0.55409 1.60606 -1.76420 -0.082 -0.014 -0.018
```
Forces are in eV/Å.

Results
energy relative to the best compared isomer or geometry (same formula, charge and spin): 1.105 eV
DFT total energy: -1819.90018 hartree
lowest unoccupied orbital energy (alpha / beta): -5.34 / -5.34 eV
total charge: +1

---

No. 2
Here is a cluster of 3 separate species, C3H12O2S2 in total from OMol25. Energies are from wB97M-V/def2-TZVPD.

Structure (XYZ):
```
19
Properties=species:S:1:pos:R:3:forces:R:3
C 1.24874 -1.50366 -1.10295 1.317 0.649 1.783
C 0.43889 -1.64332 0.20283 -1.330 -1.411 -0.481
S 0.38787 -0.28993 1.38388 1.736 0.108 -0.495
S 2.39866 -0.25189 1.83231 -1.326 0.957 -0.535
C 2.55439 1.58076 1.92785 -0.041 -0.273 1.076
H 1.24687 -0.45448 -1.39140 -0.429 -0.103 -0.609
H 2.29759 -1.68630 -0.85466 0.012 -0.222 -0.234
H 0.94088 -2.21782 -1.85734 -0.278 0.188 -0.055
H 0.62643 -2.53205 0.82190 0.401 0.034 -0.400
H -0.59557 -1.80784 -0.12964 -0.136 0.429 0.545
H 1.57521 1.96280 2.21161 -0.016 0.170 -0.367
H 2.94471 1.99261 1.00116 -0.212 -0.211 -0.146
H 3.21204 1.84048 2.75613 0.228 -0.247 -0.089
H -5.16305 -0.11469 -0.03817 -0.534 -0.242 -0.084
H -4.19826 0.68571 -0.89475 -0.312 0.471 -0.967
O -4.32852 0.34111 -0.02792 0.736 -0.199 1.018
H -2.37752 1.04792 -1.50054 -0.444 -0.163 0.665
H -1.44337 1.31774 -2.58141 0.121 0.721 0.225
O -1.76599 1.73286 -1.75889 0.507 -0.656 -0.850
```
Forces are in eV/Å.

Results
energy relative to the best compared isomer or geometry (same formula, charge and spin): 0.257 eV
2S+1: 2
DFT total energy: -1068.03770 hartree
lowest unoccupied orbital energy (alpha / beta): -4.51 / -7.73 eV
total charge: +1

---

No. 3
Here is a cluster of 2 separate species, CH4N2O2PS2 in total from OMol25. Energies are from wB97M-V/def2-TZVPD.

Structure (XYZ):
```
12
Properties=species:S:1:pos:R:3:forces:R:3
C -2.34904 0.53108 0.32196 0.096 -1.774 -3.663
N -2.81776 1.12058 1.21366 0.448 2.037 6.015
N 1.55513 0.65713 -0.95353 1.084 -0.040 -1.224
O 0.63816 -1.77453 -0.51173 3.684 -0.540 0.334
O 2.87789 -1.01730 0.59980 0.389 0.067 -0.427
P 1.53167 -0.55950 0.22132 -2.384 -0.506 0.334
S -2.42759 -0.11522 -1.13568 0.724 -0.275 -0.232
S 0.22841 0.02436 1.64772 0.175 0.189 0.082
H -2.29801 1.16935 2.16136 -1.157 0.021 -2.177
H -0.19782 -1.41027 -0.61588 -2.853 0.848 -0.261
H 0.70637 0.73516 -1.60338 2.173 -0.253 1.191
H 2.55257 0.63917 -1.34561 -2.380 0.227 0.028
```
Forces are in eV/Å.

Results
energy relative to the best compared isomer or geometry (same formula, charge and spin): 1.000 eV
DFT total energy: -1438.37731 hartree
lowest unoccupied orbital energy: 3.00 eV
total charge: -1

---

No. 4
Here is a structure of composition C35H29AlN4PS3 from OMol25. Energies are from wB97M-V/def2-TZVPD.

Structure (XYZ):
```
73
Properties=species:S:1:pos:R:3:forces:R:3
Al -0.38948 0.54156 -0.12493 -0.071 0.378 -0.180
S 0.87504 -3.55321 -1.83473 -0.025 -0.035 -0.055
C 1.26202 -2.94833 -0.36920 0.031 -0.029 0.054
N 0.79650 -1.68289 0.05432 -0.197 -0.185 0.133
C 1.93922 -1.50101 2.17466 0.036 -0.005 0.114
C 2.37888 -0.53345 3.06711 0.027 -0.035 -0.021
C 3.61787 -0.66157 3.68296 -0.012 0.014 -0.025
C 4.43090 -1.74846 3.39926 -0.023 -0.027 0.021
C 4.02066 -2.70115 2.47767 -0.007 -0.026 0.005
C 2.77818 -2.57278 1.87248 0.025 0.023 0.020
S 2.32285 -3.81316 0.68482 -0.012 -0.016 0.032
H 1.74576 0.31495 3.28669 0.017 0.009 0.008
H 3.94894 0.09175 4.38630 -0.019 -0.023 -0.010
H 5.38971 -1.85440 3.88926 -0.001 0.012 -0.037
H 4.66235 -3.53727 2.22743 0.005 0.025 0.001
N -1.11411 1.49261 2.79482 0.061 -0.002 -0.061
P -1.50167 2.27867 1.34016 -0.317 -0.210 0.222
C -1.48776 4.03321 1.74097 0.236 0.038 -0.188
C -0.35144 4.77816 1.42320 -0.026 -0.008 0.023
C -0.29206 6.12686 1.74143 -0.007 -0.043 -0.027
C -1.36994 6.73328 2.37081 0.013 0.000 0.015
C -2.50167 5.99463 2.69077 -0.032 -0.013 -0.004
C -2.56760 4.64657 2.37438 0.052 0.030 0.068
C -3.24976 1.87312 1.01803 0.016 0.106 0.065
C -4.05522 2.70949 0.24503 0.043 -0.020 -0.044
C -5.33178 2.31016 -0.11384 -0.023 -0.039 -0.020
C -5.82281 1.07935 0.30631 0.008 0.016 -0.025
C -5.03118 0.24740 1.08239 0.056 0.014 0.013
C -3.74225 0.63523 1.42841 -0.053 -0.014 0.007
C -0.74902 0.13510 2.70520 0.105 0.199 0.051
C -1.08662 -0.78788 3.63286 0.023 -0.224 0.042
C -0.98117 -2.17960 3.23962 0.008 0.169 0.019
C -0.29386 -2.54315 2.15079 -0.071 -0.027 -0.030
C 0.57304 -1.48582 1.51537 0.152 -0.165 0.010
N -0.08341 -0.19232 1.54762 -0.237 -0.046 -0.242
H -1.67026 1.71368 3.61057 -0.033 -0.042 -0.001
H 0.48861 4.29945 0.93192 -0.015 0.008 -0.008
H 0.59011 6.70220 1.49323 -0.015 -0.004 0.010
H -1.32901 7.78680 2.61510 0.001 -0.011 -0.003
H -3.33953 6.47080 3.18284 0.014 -0.001 0.002
H -3.45483 4.07688 2.62013 -0.008 0.003 -0.021
H -3.68559 3.67476 -0.08029 0.007 -0.023 -0.024
H -5.94524 2.95734 -0.72778 0.005 0.006 0.038
H -6.82198 0.77143 0.02485 0.021 0.011 0.020
H -5.40970 -0.70825 1.42223 0.002 0.012 -0.029
H -3.13338 -0.03733 2.02206 -0.001 0.019 0.008
H -1.58497 -0.49778 4.54716 -0.025 -0.012 -0.046
H -1.53227 -2.91969 3.80724 0.010 0.026 -0.021
H -0.26749 -3.56227 1.79236 -0.020 0.020 0.014
H 1.52819 -1.01734 -0.21415 0.135 0.029 -0.072
S 1.64734 1.06063 -1.17826 0.032 0.281 0.055
C 1.17489 0.69340 -2.82005 -0.054 -0.055 -0.042
N 0.69750 -0.52423 -3.14654 0.034 0.149 -0.299
C 0.25849 -0.85805 -4.37674 0.063 0.077 0.145
C 0.29991 0.05785 -5.39067 0.015 0.086 0.015
C 0.83127 1.31977 -5.11341 0.004 -0.061 -0.010
C 1.26958 1.63183 -3.84275 0.031 0.048 -0.028
H 0.65437 -1.26729 -2.44583 -0.045 -0.119 0.146
H -0.10673 -1.86931 -4.48383 -0.010 -0.001 0.033
H -0.06736 -0.20188 -6.37212 0.030 -0.004 0.012
H 0.89578 2.06163 -5.89911 -0.012 -0.007 0.021
H 1.67287 2.60586 -3.60690 -0.035 -0.004 -0.010
C -3.39081 1.62334 -3.68398 0.067 0.035 0.036
C -3.42306 0.31414 -3.22801 -0.006 -0.037 -0.006
C -2.57315 -0.09310 -2.20417 -0.064 -0.136 0.139
C -1.68893 0.79289 -1.59174 0.174 0.027 0.026
C -1.67429 2.11278 -2.07425 -0.078 -0.112 -0.126
C -2.50394 2.52630 -3.10748 -0.027 -0.061 -0.006
H -4.05171 1.94021 -4.48092 0.005 -0.001 0.010
H -4.11452 -0.39566 -3.66678 0.019 0.017 0.007
H -2.62069 -1.12503 -1.86982 -0.015 0.003 0.003
H -0.99719 2.84829 -1.64380 0.027 0.004 0.043
H -2.46367 3.55080 -3.45876 -0.018 -0.013 0.014
```
Forces are in eV/Å.

Results
energy relative to the best compared isomer or geometry (same formula, charge and spin): 3.010 eV
DFT total energy: -3348.42444 hartree
lowest unoccupied orbital energy: -3.22 eV
total charge: +1

---

No. 5
Here is the ion C5H12N2 with charge -1 from OMol25. Energies are from wB97M-V/def2-TZVPD.

Structure (XYZ):
```
19
Properties=species:S:1:pos:R:3:forces:R:3
N 1.35276 -0.19849 0.17345 0.362 0.965 -0.071
C 1.78346 0.69714 -0.90995 -0.180 1.594 1.850
C 0.50484 1.02226 -1.66766 1.031 0.561 -1.045
C -0.62022 0.84715 -0.65670 0.016 -0.727 0.360
C -0.15381 -0.38201 0.13534 3.708 -0.798 -0.515
C -0.64122 -0.69253 1.52418 -2.269 0.399 -1.128
N -2.05408 -1.12462 1.44803 -0.627 -0.355 0.382
H 2.02070 -0.96332 0.26069 -1.009 -0.507 0.012
H 2.67338 0.38144 -1.47890 -0.537 -0.389 -0.090
H 2.09339 1.64999 -0.40273 0.101 -0.349 -0.437
H 0.56357 2.04685 -2.10119 -0.219 -0.534 0.226
H 0.49787 0.32031 -2.51062 -0.749 -0.078 0.108
H -1.51814 0.45318 -1.15382 -0.405 0.851 -0.051
H -0.75622 1.78505 -0.05027 -0.117 -1.039 -0.487
H -0.25632 -1.27948 -0.51033 -0.894 0.291 0.255
H -0.69482 0.19974 2.14659 0.814 -0.075 0.241
H -0.11089 -1.52855 1.94820 0.529 0.052 0.352
H -2.15174 -2.01048 0.95895 0.264 0.014 -0.023
H -2.61416 -0.47745 0.90134 0.182 0.122 0.061
```
Forces are in eV/Å.

Results
energy relative to the best compared isomer or geometry (same formula, charge and spin): 0.760 eV
2S+1: 2
DFT total energy: -307.13426 hartree
lowest unoccupied orbital energy (alpha / beta): 4.34 / 4.18 eV
total charge: -1

---

- Number 3 is which compound?
  CH4N2O2PS2

---

- Number 3 is which compound?
  CH4N2O2PS2